{"formula": "C34H39ClO3S", "method": "ωB97M-V/def2-TZVPD", "species": ["C", "C", "C", "C", "O", "S", "O", "O", "Cl", "H", "H", "H", "H", "H", "H", "H", "H", "H", "C", "C", "C", "C", "C", "C", "H", "H", "H", "H", "H", "H", "C", "C", "C", "C", "C", "C", "H", "H", "H", "H", "H", "H", "C", "C", "C", "C", "C", "C", "H", "H", "H", "H", "H", "H", "C", "C", "C", "C", "C", "C", "H", "H", "H", "H", "H", "H", "C", "C", "C", "C", "C", "C", "H", "H", "H", "H", "H", "H"], "coordinates": [[4.279350, -0.846223, 3.353629], [3.298957, -0.050201, 4.278059], [1.936994, 0.285657, 3.567330], [1.332932, 1.507553, 4.351573], [1.098590, -0.877977, 3.762645], [-0.396254, -0.764247, 3.058725], [-0.388560, 0.253850, 1.966944], [-1.506491, -0.083763, 4.170982], [-2.036347, -1.258572, 5.252591], [4.994326, -0.168371, 2.852752], [4.862326, -1.531287, 4.004579], [3.751720, -1.480017, 2.617665], [3.038612, -0.706312, 5.129161], [3.726746, 0.894047, 4.649372], [2.102772, 0.558173, 2.512524], [1.223462, 1.157473, 5.400315], [2.057521, 2.342618, 4.352062], [0.344848, 1.816171, 3.975572], [3.782251, -0.894118, -1.133090], [3.562884, 0.285294, -0.431399], [4.616760, 1.158938, -0.192280], [5.889106, 0.856947, -0.663146], [6.107408, -0.320946, -1.367773], [5.055326, -1.198718, -1.599433], [2.959871, -1.575667, -1.315468], [2.568577, 0.523124, -0.069961], [4.446711, 2.075406, 0.360031], [6.710014, 1.539821, -0.481041], [7.098728, -0.555712, -1.736158], [5.227464, -2.119189, -2.144050], [-0.693929, -0.882587, -1.630849], [0.168903, -0.566352, -2.671248], [0.036542, -1.194546, -3.903333], [-0.969559, -2.133758, -4.097269], [-1.836065, -2.448525, -3.056821], [-1.695472, -1.826793, -1.821669], [-0.584050, -0.393176, -0.669841], [0.947885, 0.171357, -2.518555], [0.715728, -0.952428, -4.711682], [-1.077501, -2.620794, -5.058710], [-2.620463, -3.180106, -3.208503], [-2.366627, -2.076669, -1.008942], [-7.369267, 0.497325, 2.286178], [-7.177881, -0.336747, 3.380819], [-5.890565, -0.652503, 3.797533], [-4.794155, -0.126539, 3.124989], [-4.985017, 0.710010, 2.032344], [-6.272285, 1.018797, 1.609819], [-8.373217, 0.740841, 1.959699], [-8.032688, -0.741233, 3.909086], [-5.741263, -1.307777, 4.647240], [-3.791418, -0.368279, 3.451938], [-4.129480, 1.120640, 1.509386], [-6.420820, 1.666553, 0.754303], [-9.273154, 2.840037, -0.217248], [-10.512793, 3.098486, -0.789200], [-11.056765, 4.375123, -0.722861], [-10.356568, 5.396515, -0.092286], [-9.115543, 5.139266, 0.476745], [-8.575402, 3.860533, 0.418453], [-8.850559, 1.843330, -0.266638], [-11.055567, 2.304002, -1.286671], [-12.025833, 4.574637, -1.163332], [-10.778548, 6.392847, -0.044698], [-8.569256, 5.935792, 0.966948], [-7.610489, 3.659662, 0.867013], [10.176638, -2.348285, -3.877023], [10.266340, -3.587131, -4.499364], [9.171031, -4.104493, -5.179817], [7.988012, -3.378398, -5.245865], [7.899006, -2.137845, -4.626483], [8.992057, -1.624428, -3.938464], [11.029657, -1.946641, -3.344010], [11.190453, -4.150205, -4.453490], [9.239329, -5.073058, -5.659483], [7.135725, -3.779615, -5.780313], [6.976936, -1.571051, -4.679342], [8.921352, -0.659542, -3.451193]], "forces_ev_per_angstrom": [[0.19, 0.11, 0.88], [-0.66, -0.89, -1.14], [1.32, 1.91, 1.95], [0.16, -0.93, 0.04], [-1.55, 1.12, -1.09], [0.11, -0.13, -2.31], [0.26, -1.55, 2.52], [0.83, 0.36, -0.05], [0.15, 0.00, 0.07], [-0.44, -0.41, 0.00], [-0.14, 0.37, -0.52], [0.18, 0.45, 0.28], [0.10, 0.55, -0.17], [0.00, -0.49, -0.14], [-0.35, -0.56, 0.26], [-0.04, 0.35, -0.49], [-0.51, -0.33, -0.19], [0.51, 0.03, 0.09], [0.00, 0.00, 0.02], [0.02, -0.01, 0.01], [0.02, -0.04, -0.03], [-0.05, -0.03, 0.00], [-0.03, 0.02, 0.02], [-0.01, 0.06, 0.02], [0.01, 0.02, -0.01], [0.01, -0.01, -0.02], [0.00, -0.01, -0.02], [-0.02, -0.02, 0.00], [-0.02, -0.02, 0.02], [0.01, 0.02, 0.01], [-0.01, -0.01, 0.07], [0.04, 0.00, -0.03], [-0.06, -0.03, 0.02], [0.02, 0.03, 0.06], [0.04, 0.03, 0.01], [0.03, 0.00, -0.07], [-0.03, -0.02, -0.01], [0.00, -0.02, -0.02], [-0.02, 0.01, 0.01], [0.00, 0.01, 0.02], [0.02, 0.01, 0.00], [0.00, 0.02, -0.02], [0.05, 0.00, -0.01], [0.03, 0.00, -0.01], [0.00, 0.05, -0.05], [-0.06, -0.02, -0.02], [-0.02, 0.00, -0.02], [-0.02, -0.05, 0.09], [0.02, 0.01, 0.02], [0.02, 0.01, -0.02], [0.00, 0.02, -0.01], [-0.11, 0.05, -0.06], [-0.01, -0.02, 0.02], [0.02, -0.03, 0.00], [0.00, 0.08, 0.03], [0.01, 0.01, 0.02], [0.06, 0.00, 0.02], [0.01, -0.06, -0.01], [-0.03, -0.03, -0.01], [-0.05, -0.01, -0.05], [-0.01, 0.02, -0.02], [0.01, 0.02, 0.02], [0.02, 0.00, 0.00], [0.01, -0.02, 0.00], [-0.01, -0.02, -0.01], [-0.02, 0.02, 0.01], [-0.05, -0.01, -0.02], [-0.04, 0.01, 0.00], [-0.01, 0.06, 0.02], [0.05, 0.01, 0.03], [0.01, -0.01, 0.03], [0.00, -0.07, -0.03], [-0.02, -0.01, -0.01], [-0.02, 0.01, 0.01], [0.00, 0.02, 0.00], [0.02, 0.01, 0.01], [0.02, -0.01, 0.01], [0.01, 0.00, -0.03]], "mulliken_charge": [-1.0784, -0.5929, 0.5723, -1.2536, -0.3343, 0.6448, -0.5025, -0.2456, -0.0083, 0.2475, 0.3587, 0.2856, 0.3506, 0.3744, 0.0257, 0.3236, 0.4458, 0.2922, -0.4094, -0.3698, -0.4343, -0.4908, -0.2434, -0.5701, 0.4706, 0.4343, 0.4096, 0.3776, 0.3640, 0.4451, -0.2370, -0.4581, -0.4189, -0.4231, -0.3818, -0.4965, 0.4863, 0.4201, 0.3786, 0.3600, 0.3566, 0.4108, -0.2988, -0.4407, -0.3943, 0.2692, -0.7835, -0.0536, 0.2931, 0.3690, 0.3748, 0.0110, 0.4228, 0.3279, -0.0755, -0.5219, -0.3694, -0.3484, -0.5544, -0.1261, 0.3450, 0.3536, 0.3554, 0.3569, 0.3581, 0.2319, -0.4276, -0.3767, -0.3718, -0.4332, -0.2909, -0.3555, 0.3557, 0.3557, 0.3558, 0.3596, 0.4189, 0.4219], "mol_weight_g_mol": 563.20, "total_charge": 0, "homo_lumo_gap_ev": 8.90}